# 1
This record from OMol25 describes C18H26GaNO2STe as an isolated structure. The level of theory is wB97M-V/def2-TZVPD.

Calculated values
* energy above the lowest of the compared OMol25 structures with the same formula, charge and spin: 0.00 kcal/mol
* charge: +2

Geometry (Å):
1 Te 2.755 0.358 2.369
2 Ga 0.351 0.259 1.793
3 S -1.393 -1.192 1.497
4 O -0.601 2.067 1.528
5 O -0.228 0.700 3.741
6 N -3.396 -1.133 -0.200
7 C -2.080 -0.852 -0.069
8 C -4.086 -1.016 -1.354
9 C 6.561 -0.493 -2.687
10 C -1.137 1.809 3.820
11 C -0.409 -0.294 4.779
12 C 3.689 2.574 0.005
13 C 4.219 -1.238 0.213
14 C -0.344 2.941 0.400
15 C -2.095 -0.270 -2.400
16 C 5.053 0.957 -1.285
17 C 3.757 0.054 0.511
18 C 4.157 1.164 -0.242
19 C 3.799 -2.474 0.965
20 C -1.412 -0.410 -1.205
21 C -0.677 2.793 2.783
22 C 5.115 -1.383 -0.836
23 C -3.454 -0.574 -2.483
24 C 5.561 -0.299 -1.586
25 H -0.346 -0.227 -1.162
26 H 6.733 0.429 -3.238
27 H 3.863 -3.346 0.317
28 H -4.001 -0.482 -3.408
29 H -1.387 3.612 2.669
30 H 6.226 -1.257 -3.389
31 H -0.243 2.315 -0.483
32 H 2.739 2.599 0.535
33 H -1.563 0.060 -3.282
34 H 4.409 3.131 0.608
35 H -5.131 -1.287 -1.313
36 H 2.777 -2.407 1.337
37 H -3.889 -1.473 0.620
38 H -0.184 0.163 5.741
39 H -1.431 -0.670 4.761
40 H 4.449 -2.656 1.823
41 H 0.573 3.504 0.566
42 H 0.315 3.186 3.017
43 H 5.477 -2.376 -1.075
44 H -2.154 1.459 3.628
45 H 5.367 1.810 -1.875
46 H 0.299 -1.095 4.579
47 H 7.516 -0.826 -2.278
48 H 3.576 3.103 -0.941
49 H -1.082 2.253 4.815
50 H -1.192 3.613 0.285

---

# 2
This record from OMol25 describes one molecule with the formula C18H26N2O6S in a non-equilibrium geometry. The level of theory is wB97M-V/def2-TZVPD.

Calculated values
* energy above the lowest of the compared OMol25 structures with the same formula, charge and spin: 29.60 kcal/mol
* charge: 0
* structure (SMILES): COc1ccc(S(=O)(=O)N(C)C)cc1NC(=O)COC(=O)CC1CCCC1

Geometry (Å):
1 S -4.582 -0.354 -0.559
2 O -0.249 -2.725 -1.381
3 O 2.928 -2.049 -1.009
4 O 3.197 0.014 -1.836
5 O -4.856 -1.387 -1.510
6 O 0.744 1.993 -1.612
7 O -5.542 0.697 -0.385
8 N -4.374 -1.081 0.931
9 N 0.435 -0.603 -1.875
10 C 3.514 -0.066 1.416
11 C -0.693 0.144 -1.523
12 C 2.034 -2.393 -2.067
13 C -4.099 -0.155 1.999
14 C -3.588 -2.289 0.933
15 C -1.588 2.329 -0.985
16 C 1.488 1.175 1.916
17 C -2.995 0.396 -0.927
18 C 3.437 -0.815 -0.990
19 C 0.599 -1.941 -1.739
20 C 0.996 3.377 -1.549
21 C 2.422 -1.042 1.906
22 C -2.828 1.752 -0.750
23 C 4.317 -0.594 0.208
24 C 1.093 -0.292 1.777
25 C 2.790 1.260 1.123
26 C -0.514 1.537 -1.368
27 C -1.944 -0.414 -1.318
28 H 2.043 3.491 -1.823
29 H 2.566 1.339 0.060
30 H 2.601 -1.301 2.950
31 H 0.721 1.851 1.538
32 H -2.106 -1.467 -1.472
33 H -2.510 -2.087 0.957
34 H -3.046 0.156 2.019
35 H 4.793 -1.536 0.480
36 H -3.673 2.347 -0.447
37 H 1.670 1.413 2.966
38 H 0.841 3.767 -0.538
39 H -4.351 -0.618 2.953
40 H 5.076 0.142 -0.060
41 H -3.856 -2.889 1.804
42 H 1.251 -0.039 -2.113
43 H 2.416 -1.967 1.332
44 H 4.241 0.089 2.218
45 H 0.371 3.930 -2.256
46 H 0.653 -0.463 0.794
47 H 2.374 -1.937 -3.003
48 H 2.056 -3.481 -2.132
49 H 3.394 2.121 1.406
50 H -4.733 0.715 1.843
51 H 0.370 -0.605 2.528
52 H -3.835 -2.839 0.029
53 H -1.468 3.393 -0.860

---

# 3
This record from OMol25 describes C18H26N3O6P2S2Y as an isolated structure. The level of theory is wB97M-V/def2-TZVPD.

Calculated values
* energy above the lowest of the compared OMol25 structures with the same formula, charge and spin: 0.00 kcal/mol
* charge: 0

Geometry (Å):
1 Y -0.462 -0.818 0.331
2 S 0.891 -1.522 2.458
3 S -2.524 -0.253 1.922
4 P -1.063 -0.960 -3.173
5 P -2.375 -2.934 -1.086
6 O -1.171 -2.918 -0.166
7 O -3.103 -1.517 -0.876
8 O -3.285 -4.086 -1.243
9 O -0.337 -0.573 -1.904
10 O -2.430 -0.097 -3.300
11 O -0.371 -0.969 -4.476
12 N -0.494 1.737 0.551
13 N 2.024 -0.048 -0.019
14 N -2.929 -2.895 -3.674
15 C 0.948 2.076 0.663
16 C 4.217 0.327 1.050
17 C 2.601 -0.785 -1.165
18 C 3.417 -1.003 3.324
19 C -1.758 4.070 3.194
20 C 5.105 0.187 2.100
21 C -0.678 -3.696 -3.108
22 C 2.926 -0.189 1.128
23 C -1.726 -2.634 -2.791
24 C -2.873 1.963 3.443
25 C -2.671 3.263 3.858
26 C 4.693 -0.486 3.244
27 C -1.241 2.231 1.711
28 C -2.174 1.417 2.360
29 C 2.502 -0.868 2.270
30 C -1.055 3.548 2.124
31 C -1.096 2.317 -0.667
32 C 1.825 1.373 -0.360
33 H -3.458 -1.249 -0.006
34 H 0.182 -3.556 -2.455
35 H 2.781 1.906 -0.393
36 H 1.268 1.792 1.669
37 H -3.542 -2.076 -3.667
38 H -2.640 -3.086 -4.634
39 H 5.372 -0.609 4.079
40 H 6.105 0.594 2.027
41 H -0.619 1.915 -1.558
42 H 1.398 1.422 -1.363
43 H 1.099 3.156 0.562
44 H -1.076 -4.695 -2.921
45 H -1.009 3.409 -0.664
46 H 4.538 0.842 0.152
47 H -2.152 2.049 -0.694
48 H 1.925 -0.730 -2.014
49 H 3.097 -1.525 4.215
50 H -1.593 5.093 3.504
51 H -2.396 0.437 -4.104
52 H -3.229 3.646 4.703
53 H -0.349 4.179 1.600
54 H 2.739 -1.826 -0.872
55 H -3.585 1.332 3.959
56 H -3.426 -3.700 -3.254
57 H -0.339 -3.601 -4.141
58 H 3.575 -0.379 -1.453

---

# 4
This record from OMol25 describes a 5-piece molecular cluster, C18H26N4OS overall. The level of theory is wB97M-V/def2-TZVPD.

Calculated values
* energy above the lowest of the compared OMol25 structures with the same formula, charge and spin: 99.76 kcal/mol
* charge: 0

Geometry (Å):
1 S 0.249 -0.065 -4.380
2 O 1.333 -1.069 -4.229
3 N -5.214 0.364 -0.393
4 N 5.550 0.325 0.346
5 N 0.308 -2.132 3.590
6 N 1.603 0.919 0.878
7 C -5.006 1.694 -0.641
8 C -1.213 -0.805 -3.623
9 C 0.339 1.036 1.382
10 C -6.910 1.035 -1.634
11 C 1.627 -2.078 3.964
12 C 5.647 -1.005 0.662
13 C 4.440 0.055 2.248
14 C 0.533 -0.339 4.867
15 C -0.364 -1.092 4.158
16 C 0.271 1.148 -0.866
17 C -0.502 1.261 0.323
18 C 4.963 -1.208 1.823
19 C 1.570 0.962 -0.488
20 C -6.372 -0.047 -0.996
21 C 4.830 0.970 1.316
22 C -6.056 2.146 -1.393
23 C 1.783 -1.008 4.799
24 C -0.345 -0.171 -6.076
25 H -1.420 -1.734 -4.152
26 H -6.694 -1.073 -0.960
27 H 0.316 0.403 -6.719
28 H -4.677 -0.195 0.245
29 H -0.951 -0.988 -2.582
30 H -7.837 1.079 -2.182
31 H 4.892 -2.109 2.410
32 H 5.743 0.708 -0.563
33 H -1.395 -0.844 3.969
34 H -6.198 3.119 -1.831
35 H 2.317 -2.833 3.630
36 H -0.330 -1.217 -6.387
37 H 3.840 0.166 3.136
38 H 2.399 0.622 1.424
39 H -2.059 -0.118 -3.620
40 H 2.464 0.748 -1.049
41 H 2.719 -0.686 5.228
42 H -1.567 1.423 0.387
43 H -1.370 0.196 -6.113
44 H 0.283 0.565 5.397
45 H -4.153 2.191 -0.211
46 H 0.133 0.961 2.435
47 H -0.169 1.310 -1.836
48 H 6.108 -1.724 0.008
49 H 4.636 2.026 1.226
50 H -0.096 -2.892 3.072